Record 1
Computed, not measured: a 2-piece molecular cluster, C11H14OS overall in a non-equilibrium geometry, with the ωB97M-V functional and the def2-TZVPD basis.

Output
Orbital gap (eV): 8.22
Total charge: 0
E_HOMO (eV): -8.25

The geometry in XYZ format:
```
27
C11H14OS (the ωB97M-V functional and the def2-TZVPD basis)
C 0.459 -2.362 0.311
C 0.713 -1.923 -0.898
C -0.738 -1.887 1.046
C -0.213 -1.027 -1.698
C -1.586 -1.084 0.439
C -1.487 -0.689 -0.951
C -2.873 -0.605 1.085
C -2.170 0.474 -1.152
C 0.147 1.592 1.237
C 2.528 1.997 0.246
C 0.933 1.897 0.203
O -4.760 0.266 -0.473
S -3.499 0.763 0.036
H 1.234 -3.049 0.676
H 1.561 -2.001 -1.468
H -0.869 -2.056 2.022
H -0.367 -1.523 -2.664
H -3.570 -1.453 1.281
H -2.616 -0.098 2.031
H -1.875 1.201 -1.852
H 0.628 1.643 2.192
H 0.303 -0.124 -1.926
H -0.868 1.253 1.276
H 3.145 2.689 0.798
H 2.793 1.995 -0.753
H 2.788 1.056 0.555
H 0.550 1.975 -0.918
```

Mulliken population analysis, charges in e, atoms 1 to 8: -0.5484, -0.7036, -0.2640, -0.5860, 0.1928, 0.3267, -0.9231, -0.6308

=====

Record 2
Computed, not measured: an isolated ion of composition C5H8N and charge +1 in a non-equilibrium geometry, with the ωB97M-V functional and the def2-TZVPD basis.

Output
Orbital gap (eV): 7.71
Total charge: +1
E_HOMO (eV): -14.32

The geometry in XYZ format:
```
14
C5H8N (the ωB97M-V functional and the def2-TZVPD basis)
C 0.097 0.202 0.465
C -0.897 0.273 -0.423
C 1.388 1.045 0.598
C 2.301 1.325 1.680
C -2.094 -0.584 -0.445
N 2.807 0.361 0.715
H 0.132 -0.501 1.401
H -0.685 1.130 -1.216
H 1.491 1.805 -0.070
H -2.537 -0.617 -1.585
H -2.811 -0.132 0.090
H -1.850 -1.527 0.059
H 2.778 -0.690 0.948
H 3.634 0.611 0.143
```

Mulliken population analysis, charges in e, atoms 1 to 8: -0.2522, 0.0915, 0.0740, -0.1708, -1.0536, -0.2182, 0.2279, 0.2328

=====

Record 3
Computed, not measured: a 5-piece molecular cluster, C6H22O5 overall in a non-equilibrium geometry, with the ωB97M-V functional and the def2-TZVPD basis.

Output
Spin multiplicity: 2
Orbital gap (alpha / beta) (eV): 9.90 / 2.53
Expectation value of S²: 0.7564
Total charge: +1
E_HOMO (alpha / beta) (eV): -13.01 / -13.01

The geometry in XYZ format:
```
33
C6H22O5 (the ωB97M-V functional and the def2-TZVPD basis)
O 17.306 2.935 5.688
H 17.596 3.003 6.598
H 17.242 3.842 5.389
O 18.563 2.917 8.089
H 18.774 2.344 8.827
H 18.225 3.716 8.494
C 18.441 -0.527 7.790
C 19.268 -0.605 9.006
O 18.830 0.413 9.884
H 18.621 -1.395 7.155
H 18.571 0.338 7.139
H 17.381 -0.503 8.043
H 20.298 -0.339 8.769
H 19.152 -1.549 9.538
H 17.888 0.269 9.997
C 18.388 3.767 11.797
C 18.313 3.675 13.330
O 17.703 4.804 13.983
H 17.426 4.084 11.392
H 18.529 2.789 11.336
H 19.281 4.357 11.596
H 19.334 3.423 13.618
H 17.636 2.851 13.559
H 18.417 5.418 14.175
C 20.609 7.458 7.844
C 20.075 6.459 8.800
O 20.848 6.513 9.971
H 20.549 8.464 8.259
H 20.211 7.335 6.837
H 21.659 7.171 7.786
H 19.816 5.444 8.498
H 19.136 6.890 9.147
H 21.481 5.796 9.889
```

Mulliken population analysis, charges in e, atoms 1 to 8: -0.6225, 0.4072, 0.3010, -0.7471, 0.3578, 0.2905, -1.0308, -0.2249

=====

Record 4
Computed, not measured: a 8-piece molecular cluster, C28H47BN9O4Si overall in a non-equilibrium geometry, with the ωB97M-V functional and the def2-TZVPD basis.

Output
Orbital gap (eV): 8.36
Total charge: +1
E_HOMO (eV): -11.66

The geometry in XYZ format:
```
90
C28H47BN9O4Si (the ωB97M-V functional and the def2-TZVPD basis)
C -0.258 2.200 3.496
C 0.587 0.981 2.963
C 0.810 0.950 1.430
C 0.538 2.200 0.707
C 0.703 2.179 -0.721
O 0.424 3.306 -1.460
B 1.603 3.987 -1.869
O 2.863 3.381 -1.921
O 1.450 5.326 -2.251
N 1.095 1.049 -1.369
C 1.393 -0.156 -0.740
C 1.802 -1.277 -1.730
C 0.529 -1.709 -2.577
O -0.072 -0.836 -3.174
N 0.057 -3.050 -2.738
C 1.145 -4.048 -2.729
C -1.075 -3.388 -1.826
C 1.279 -0.295 0.724
Si 1.709 -1.948 1.586
C 3.525 -2.382 1.082
C 0.548 -3.364 0.994
C 1.684 -1.981 3.472
H -1.095 2.512 2.821
H -0.688 1.894 4.490
H 0.421 3.065 3.719
H 1.534 0.930 3.552
H 0.004 0.055 3.218
H 0.221 3.152 1.173
H 3.435 3.903 -2.519
H 2.333 5.723 -2.347
H 1.155 1.114 -2.391
H 2.487 -0.790 -2.484
H 2.381 -2.117 -1.290
H 1.771 -4.067 -1.801
H 1.796 -3.940 -3.633
H 0.655 -5.056 -2.839
H -1.137 -2.578 -1.050
H -0.862 -4.383 -1.359
H -2.047 -3.467 -2.374
H 4.025 -2.887 1.951
H 4.072 -1.425 0.891
H 3.556 -3.100 0.221
H 0.927 -3.668 -0.011
H -0.495 -2.959 0.947
H 0.641 -4.221 1.710
H 2.215 -1.122 3.963
H 2.191 -2.910 3.855
H 0.638 -2.016 3.860
C -3.397 -0.298 2.395
C -2.211 -1.101 2.765
N -1.289 -1.726 3.053
H -4.150 -0.359 3.182
H -3.109 0.745 2.259
H -3.823 -0.674 1.464
C 5.004 -4.393 -5.681
C 4.696 -4.023 -4.280
N 4.458 -3.736 -3.194
H 4.919 -3.517 -6.323
H 6.019 -4.784 -5.745
H 4.306 -5.156 -6.025
C 2.223 -6.773 4.440
C 2.297 -5.488 5.172
N 2.354 -4.493 5.742
H 2.933 -7.482 4.864
H 1.218 -7.186 4.518
H 2.463 -6.614 3.388
C -6.179 3.010 3.247
C -6.056 1.627 3.764
N -5.957 0.554 4.160
H -5.424 3.188 2.486
H -7.167 3.155 2.810
H -6.040 3.723 4.058
C -3.597 4.286 -0.511
C -3.892 4.709 0.878
N -4.123 5.036 1.955
H -3.671 5.140 -1.180
H -2.588 3.875 -0.568
H -4.310 3.527 -0.827
C -6.890 6.971 -0.711
C -6.299 5.977 -1.637
N -5.841 5.207 -2.356
H -7.971 6.838 -0.666
H -6.472 6.841 0.287
H -6.670 7.979 -1.061
C 3.488 1.636 -5.048
C 3.899 3.031 -4.773
N 4.221 4.118 -4.571
H 4.134 0.947 -4.504
H 2.456 1.485 -4.730
H 3.565 1.431 -6.115
```

Mulliken population analysis, charges in e, atoms 1 to 8: -1.5081, 0.0383, 1.1700, -0.6122, -0.2706, -0.4986, 0.7568, -0.6527

=====

Record 5
Computed, not measured: C36H31F2IrN5O3S as an isolated structure in a non-equilibrium geometry, with the ωB97M-V functional and the def2-TZVPD basis.

Output
Spin multiplicity: 2
Orbital gap (alpha / beta) (eV): 4.61 / 4.22
Expectation value of S²: 0.7616
Total charge: +2
E_HOMO (alpha / beta) (eV): -12.51 / -12.49

The geometry in XYZ format:
```
79
C36H31F2IrN5O3S (the ωB97M-V functional and the def2-TZVPD basis)
Ir -1.135 -1.448 0.668
F -2.925 3.323 2.421
C -2.818 2.013 2.663
C -2.262 1.191 1.680
C -2.048 -0.143 1.924
C -2.422 -0.700 3.212
C -3.093 0.169 4.131
F -3.570 -0.325 5.283
C -3.255 1.503 3.890
C -2.038 -2.033 3.456
C -2.253 -2.774 4.648
C -1.841 -4.075 4.734
C -1.228 -4.687 3.620
C -1.030 -3.927 2.485
N -1.384 -2.652 2.390
H -1.981 1.651 0.746
H -3.722 2.139 4.622
H -2.772 -2.311 5.472
H -1.981 -4.637 5.642
H -0.938 -5.724 3.632
H -0.573 -4.373 1.610
C 4.344 4.547 -0.657
O 3.356 3.563 -0.906
C 3.101 3.179 -2.170
C 3.753 3.627 -3.314
C 3.402 3.117 -4.550
C 2.381 2.179 -4.674
C 1.712 1.726 -3.556
C 2.070 2.202 -2.297
N 1.542 1.716 -1.115
C 0.523 0.805 -0.947
N -0.597 1.052 -1.661
C -1.818 0.405 -1.730
C -2.218 -0.670 -0.920
C -3.474 -1.226 -1.128
C -4.328 -0.733 -2.106
C -3.957 0.349 -2.887
C -2.716 0.934 -2.713
O -2.241 1.988 -3.413
C -3.076 2.610 -4.377
N 0.644 -0.162 -0.068
C 1.893 -0.411 0.489
C 3.030 -0.626 -0.299
C 4.270 -0.743 0.290
C 4.392 -0.652 1.674
C 3.268 -0.517 2.474
C 2.005 -0.428 1.901
O 0.836 -0.319 2.569
C 0.865 0.070 3.933
H 4.333 4.714 0.418
H 4.107 5.478 -1.174
H 5.331 4.194 -0.961
H 4.537 4.365 -3.255
H 3.934 3.436 -5.430
H 2.117 1.789 -5.643
H 0.956 0.964 -3.664
H 2.165 1.839 -0.322
H -0.551 1.876 -2.259
H -3.819 -2.041 -0.504
H -5.294 -1.188 -2.245
H -4.651 0.727 -3.618
H -2.510 3.460 -4.751
H -4.007 2.956 -3.926
H -3.302 1.931 -5.203
H 2.918 -0.688 -1.373
H 5.148 -0.892 -0.319
H 5.366 -0.696 2.136
H 3.379 -0.494 3.545
H 1.346 1.047 4.036
H 1.376 -0.671 4.555
H -0.177 0.150 4.236
S 1.291 -4.848 -1.555
C -0.311 -4.765 -2.170
C -0.998 -3.758 -1.573
N -0.292 -3.061 -0.642
C 0.925 -3.530 -0.533
H -0.654 -5.450 -2.919
H -2.015 -3.482 -1.790
H 1.657 -3.122 0.135
```

Mulliken population analysis, charges in e, atoms 1 to 8: 2.6805, -0.3137, 0.0440, -0.5389, 0.6100, -1.2746, 0.9596, -0.3161

=====

| no. | total energy (hartree) |
| --- | --- |
| 1 | -900.79968 |
| 2 | -249.57140 |
| 3 | -617.54999 |
| 4 | -2203.08587 |
| 5 | -2591.62682 |